Formula: C3H10NS
Source: OMol25
Level of theory: ωB97M-V/def2-TZVPD

Molar mass, g/mol: 92.19
Relative energy (zero: lowest compared OMol25 entry of this formula, charge and spin), eV: 2.781
Kohn-Sham gap (alpha / beta), eV: 6.2 / 9.6
Maximum force, eV/Å: 6.75
2S+1: 2
Highest occupied orbital energy (alpha / beta), eV: -5.3 / -8.7
Lowest unoccupied orbital energy (alpha / beta), eV: 0.91 / 0.83
Calculated total energy, Eh: -573.0811

The geometry in XYZ format:
```
15
Properties=species:S:1:pos:R:3:forces:R:3
C 1.434 1.071 0.370 2.45 -2.56 0.10
N 1.690 1.575 -0.875 -1.10 1.82 -2.30
H 1.284 1.690 1.207 -0.06 0.84 0.70
H 1.768 0.006 0.590 -0.28 1.58 -0.24
H 0.915 2.033 -1.457 1.15 -0.80 1.46
H 2.295 1.108 -1.526 0.10 -0.41 0.33
C -0.355 -1.929 -0.735 -0.45 -1.11 1.58
C -1.026 -1.475 0.615 2.12 0.86 -1.68
S -0.863 0.442 0.354 1.58 -3.11 -3.84
H -0.831 -1.566 -1.586 -1.27 1.02 -1.30
H 0.603 -1.447 -0.736 0.85 -0.32 -0.08
H -0.315 -3.011 -0.944 0.35 0.26 0.71
H -0.388 -1.919 1.440 -1.06 0.99 -0.60
H -2.091 -1.604 0.700 -0.12 -0.54 0.13
H -1.585 0.613 1.270 -4.24 1.49 5.03
```
Positions in Å, forces in eV/Å.

Formula: C9H14
Source: OMol25
Level of theory: ωB97M-V/def2-TZVPD

Molar mass, g/mol: 122.21
Relative energy (zero: lowest compared OMol25 entry of this formula, charge and spin), eV: 1.015
Kohn-Sham gap (alpha / beta), eV: 9.5 / 5.7
Maximum force, eV/Å: 4.14
2S+1: 2
Highest occupied orbital energy (alpha / beta), eV: -14.1 / -14.1
Lowest unoccupied orbital energy (alpha / beta), eV: -4.57 / -8.32
Net charge: +1
Calculated total energy, Eh: -350.9717

The geometry in XYZ format:
```
23
Properties=species:S:1:pos:R:3:forces:R:3
C -1.242 -2.749 1.214 -0.51 -0.88 1.08
C -0.463 0.822 2.142 -0.46 -0.42 0.41
C -0.885 -0.505 2.313 0.10 0.97 0.94
C 0.611 1.151 1.302 -0.15 -1.56 -0.42
C -0.479 -1.539 1.432 0.34 1.57 -1.80
C 1.059 0.074 0.491 3.66 1.30 -1.44
C 0.521 -1.142 0.460 -0.58 -1.48 0.59
H -0.903 1.671 2.629 -0.38 -0.22 0.80
H -1.500 -0.818 3.160 -0.25 0.53 -0.37
H 1.113 2.119 1.283 -0.35 -0.22 0.07
H 2.040 0.176 -0.093 -1.81 0.29 0.53
H -1.729 -2.724 0.255 -0.46 0.55 -0.76
H -2.014 -2.922 1.968 0.25 -0.05 -0.07
H 0.868 -1.859 -0.268 0.08 -0.18 0.04
H -0.652 -3.646 1.051 0.53 -0.17 0.38
C 0.098 2.258 -3.274 -0.48 -0.33 1.48
C 0.816 1.246 -4.116 0.11 -0.98 0.31
H 0.328 3.306 -3.454 -0.36 -0.07 -0.25
H -0.973 2.026 -3.149 0.10 0.54 -0.98
H 0.352 2.038 -2.243 0.72 0.41 0.56
H 1.849 1.456 -4.321 0.43 0.72 -0.28
H 0.297 1.078 -5.052 0.07 -0.35 -0.17
H 0.933 0.321 -3.515 -0.60 0.05 -0.64
```
Positions in Å, forces in eV/Å.

Formula: C15H13AuCl2NOS4
Source: OMol25
Level of theory: ωB97M-V/def2-TZVPD

Molar mass, g/mol: 619.42
Relative energy (zero: lowest compared OMol25 entry of this formula, charge and spin), eV: 0.000
Kohn-Sham gap (alpha / beta), eV: 8.5 / 4.8
Maximum force, eV/Å: 3.23
2S+1: 3
Highest occupied orbital energy (alpha / beta), eV: -11.2 / -11.1
Lowest unoccupied orbital energy (alpha / beta), eV: -2.69 / -6.31
Net charge: +1
Calculated total energy, Eh: -3357.9154

The geometry in XYZ format:
```
37
Properties=species:S:1:pos:R:3:forces:R:3
Au -0.810 0.701 -0.773 0.11 0.46 0.55
S -2.589 2.749 -0.845 -0.92 -0.62 -0.40
C -1.226 3.418 -0.118 0.62 -0.23 -0.28
N -0.227 2.580 0.066 -0.77 -0.12 -0.19
C 0.888 3.227 0.551 0.26 0.56 0.23
C 2.086 2.645 0.887 0.87 0.06 -0.26
C 3.115 3.456 1.335 0.81 0.37 1.63
C 2.939 4.817 1.582 -2.34 0.38 -0.83
C 1.702 5.416 1.216 1.27 -0.41 0.48
C 0.696 4.613 0.731 -0.15 -0.38 -0.46
S -0.926 5.059 0.214 0.37 0.13 0.33
H 2.247 1.593 0.761 -0.15 -0.36 -0.06
H 4.053 3.047 1.739 -0.47 -0.19 -0.61
H 3.607 5.459 2.119 0.73 -0.10 -0.12
H 1.586 6.479 1.330 -0.21 0.20 0.13
Cl -4.253 -0.049 -1.845 0.20 0.56 -0.05
C -3.995 -1.682 -1.508 0.52 -0.78 -0.57
C -5.093 -2.506 -1.502 -2.32 2.20 0.38
C -5.111 -3.813 -1.192 2.26 -1.29 -0.54
C -3.860 -4.429 -1.141 0.21 -0.70 1.01
C -2.694 -3.706 -1.144 -1.39 1.47 -1.24
Cl -1.228 -4.484 -1.113 1.34 -1.17 0.25
C -2.716 -2.274 -1.381 0.67 0.06 1.03
S -1.168 -1.526 -1.287 -0.52 0.20 -0.26
H -6.072 -2.058 -1.620 0.14 0.38 -0.14
H -6.003 -4.378 -1.127 -0.74 -0.37 0.07
H -3.756 -5.488 -0.991 -0.14 -0.34 0.01
C 4.050 -1.140 0.544 -0.33 0.86 -0.38
S 2.606 -1.571 -0.372 -0.80 0.18 0.04
C 1.992 -2.954 0.622 0.67 -0.33 -0.56
O 1.687 -0.393 -0.105 -0.24 -0.46 -0.12
H 3.871 -1.274 1.586 0.05 -0.05 0.78
H 4.211 -0.088 0.301 0.00 -0.03 0.11
H 4.874 -1.680 0.168 1.03 -0.84 -0.17
H 2.519 -3.881 0.348 0.15 0.42 0.15
H 0.994 -3.090 0.272 -0.89 -0.02 -0.14
H 2.003 -2.795 1.691 0.12 0.28 0.19
```
Positions in Å, forces in eV/Å.

Formula: C20H17Cl2FO3
Source: OMol25
Level of theory: ωB97M-V/def2-TZVPD

Molar mass, g/mol: 395.26
Relative energy (zero: lowest compared OMol25 entry of this formula, charge and spin), eV: 0.068
Kohn-Sham gap, eV: 8.7
Maximum force, eV/Å: 3.58
Highest occupied orbital energy, eV: -8.6
SMILES: Cc1cc(-c2cc(Cl)cc(Cl)c2/C=C/[C@@H]2C[C@@H](O)CC(=O)O2)ccc1F
Lowest unoccupied orbital energy, eV: 0.16
Calculated total energy, Eh: -2018.2872

The geometry in XYZ format:
```
43
Properties=species:S:1:pos:R:3:forces:R:3
C -3.285 -1.721 3.819 -0.53 -0.46 -0.42
C -2.972 -0.453 3.079 0.22 -0.05 -0.23
C -2.576 -0.519 1.722 -0.62 0.25 0.95
C -2.306 0.655 1.010 -0.23 0.02 1.44
C -2.067 0.603 -0.415 -0.20 -0.65 -2.28
C -2.869 1.391 -1.259 0.75 0.00 0.78
C -2.758 1.280 -2.616 0.23 0.00 -0.69
Cl -3.623 2.422 -3.607 -0.03 -0.21 -0.07
C -1.925 0.345 -3.214 0.07 -0.50 -0.50
C -1.146 -0.493 -2.419 -0.32 0.91 0.08
Cl 0.015 -1.523 -3.273 -0.68 0.40 0.85
C -1.199 -0.348 -1.009 0.53 0.05 -0.32
C -0.226 -1.105 -0.211 1.47 0.58 1.28
C 0.535 -0.537 0.782 -1.69 -2.11 -2.35
C 1.484 -1.365 1.601 0.34 0.91 0.00
C 2.634 -0.508 2.159 -0.54 -0.04 0.34
C 3.595 -0.014 1.084 0.73 -0.81 0.36
O 4.652 0.741 1.691 0.00 0.21 -0.27
C 4.116 -1.231 0.262 -0.94 1.21 1.01
C 2.901 -2.063 -0.145 1.36 -0.32 -2.69
O 2.843 -2.418 -1.310 -0.69 -0.10 1.79
O 1.995 -2.447 0.791 0.11 0.17 -0.02
C -2.371 1.876 1.685 0.20 0.15 0.38
C -2.720 1.950 3.037 0.02 0.24 0.07
C -3.043 0.794 3.727 0.56 -0.28 -2.05
F -3.421 0.886 4.993 -0.18 -0.21 0.74
H -4.199 -1.648 4.417 0.26 0.13 0.03
H -2.463 -2.033 4.457 0.06 0.03 0.20
H -3.462 -2.526 3.089 0.14 0.21 0.26
H -2.558 -1.510 1.229 0.03 0.78 0.32
H -3.507 2.157 -0.856 -0.25 -0.01 0.22
H -1.871 0.246 -4.304 -0.02 0.20 0.48
H -0.050 -2.134 -0.536 0.04 0.24 0.32
H 0.365 0.495 0.966 0.12 0.77 0.56
H 0.902 -1.823 2.412 0.41 -0.11 -0.11
H 2.222 0.360 2.699 0.02 -0.28 -0.18
H 3.164 -1.114 2.903 0.20 0.08 -0.15
H 3.080 0.640 0.351 0.33 0.03 0.64
H 5.143 0.277 2.400 -0.76 -0.10 -0.71
H 4.687 -0.848 -0.589 -0.39 -0.46 -0.04
H 4.774 -1.835 0.877 0.10 -0.22 0.27
H -2.080 2.795 1.172 -0.21 -0.25 0.04
H -2.739 2.904 3.579 -0.02 -0.40 -0.36
```
Positions in Å, forces in eV/Å.